1.
Molecular formula: C22H72Br3O19PSi2
Method: DFT, ωB97M-V with the def2-TZVPD basis set

Last column: Mulliken charge in e.
Element x y z (Å)
1 C 2.600 4.332 2.748  -1.91
2 C 1.513 3.268 2.880  0.99
3 O 1.499 2.807 4.245  -0.48
4 C 1.780 2.061 1.964  0.00
5 Si 0.285 1.283 1.117  -1.07
6 C -0.771 2.680 0.447  -0.83
7 C 0.054 3.609 -0.502  -0.14
8 C -0.355 5.037 -0.245  0.00
9 O -1.419 5.505 -0.590  -0.55
10 O 0.584 5.789 0.422  -0.43
11 O 0.883 0.516 -0.264  -0.34
12 Si 1.605 -0.952 -0.268  0.32
13 Br 3.594 -0.948 0.784  -0.29
14 P 1.993 -1.626 -2.390  0.39
15 O 2.800 -3.035 -2.130  -0.43
16 O 3.158 -0.551 -2.867  -0.51
17 C -0.725 0.042 2.165  -0.27
18 Br 0.445 -0.697 3.552  -0.08
19 C -2.040 0.543 2.754  0.00
20 C -3.092 0.830 1.671  -0.68
21 Br -1.820 2.048 3.968  -0.10
22 H 2.682 4.698 1.724  0.49
23 H 2.337 5.188 3.378  0.49
24 H 3.560 3.947 3.099  0.38
25 H 0.547 3.744 2.674  -0.17
26 H 1.771 3.548 4.795  0.33
27 H 2.347 1.329 2.543  0.30
28 H 2.425 2.402 1.147  0.26
29 H -1.571 2.236 -0.145  0.86
30 H -1.216 3.256 1.259  0.41
31 H -0.251 3.397 -1.528  0.42
32 H 1.128 3.487 -0.383  0.29
33 H 0.220 6.075 1.270  0.31
34 H 0.697 -1.949 0.329  -0.21
35 H 3.700 -2.900 -1.800  0.32
36 H 3.789 -0.396 -2.148  0.29
37 H -0.997 -0.851 1.596  0.66
38 H -2.423 -0.259 3.389  0.70
39 H -2.745 0.370 0.738  0.25
40 H -3.157 1.896 1.461  0.13
41 H -4.062 0.427 1.952  0.02
42 C 4.616 1.261 5.459  -0.64
43 O 3.505 0.530 4.961  -0.43
44 H 5.398 0.544 5.702  0.29
45 H 4.991 1.954 4.703  0.26
46 H 4.362 1.820 6.366  0.28
47 H 2.815 1.174 4.730  0.23
48 C 3.899 -4.884 2.757  -0.57
49 O 4.330 -4.066 1.676  -0.45
50 H 4.253 -5.893 2.559  0.23
51 H 4.319 -4.545 3.708  0.26
52 H 2.809 -4.904 2.834  0.25
53 H 4.022 -3.168 1.836  0.20
54 C -0.088 -5.279 -3.696  -0.42
55 O 0.766 -5.787 -2.674  -0.55
56 H -0.797 -6.063 -3.952  0.30
57 H -0.639 -4.402 -3.347  0.12
58 H 0.485 -5.011 -4.585  0.23
59 H 1.399 -5.098 -2.448  0.27
60 C -5.705 3.788 -0.238  -0.63
61 O -5.046 3.168 0.863  -0.40
62 H -5.471 3.200 -1.122  0.23
63 H -6.789 3.799 -0.101  0.27
64 H -5.350 4.810 -0.392  0.27
65 H -5.242 3.679 1.652  0.24
66 C -6.467 -1.640 2.780  -0.55
67 O -5.923 -0.313 2.795  -0.44
68 H -5.637 -2.322 2.612  0.24
69 H -6.936 -1.885 3.731  0.25
70 H -7.191 -1.760 1.976  0.26
71 H -6.645 0.301 2.942  0.23
72 C 5.083 7.278 3.691  -0.58
73 O 3.894 6.725 4.248  -0.44
74 H 5.200 6.848 2.699  0.23
75 H 5.013 8.365 3.598  0.28
76 H 5.960 7.023 4.290  0.27
77 H 3.779 7.097 5.126  0.27
78 C -2.092 -2.405 -5.110  -0.54
79 O -1.186 -3.212 -5.861  -0.45
80 H -1.539 -2.012 -4.260  0.12
81 H -2.462 -1.569 -5.707  0.31
82 H -2.936 -2.996 -4.745  0.32
83 H -1.663 -3.565 -6.617  0.25
84 C 7.447 1.328 1.940  -0.62
85 O 6.294 1.643 2.711  -0.37
86 H 7.978 2.260 1.759  0.22
87 H 8.111 0.644 2.474  0.29
88 H 7.178 0.885 0.977  0.22
89 H 5.813 0.827 2.880  0.23
90 C 0.491 -1.201 -8.488  -0.58
91 O 0.228 -1.020 -7.109  -0.45
92 H 0.533 -0.215 -8.946  0.23
93 H 1.450 -1.701 -8.653  0.26
94 H -0.301 -1.777 -8.980  0.25
95 H 0.186 -1.893 -6.696  0.28
96 C 4.986 -0.312 -6.086  -0.51
97 O 3.974 -1.258 -5.768  -0.47
98 H 5.235 -0.429 -7.138  0.23
99 H 4.637 0.708 -5.921  0.18
100 H 5.889 -0.482 -5.493  0.28
101 H 3.758 -1.147 -4.837  0.31
102 C 5.483 2.967 -7.811  -0.58
103 O 6.313 2.491 -6.757  -0.50
104 H 5.776 2.436 -8.713  0.22
105 H 4.427 2.764 -7.612  0.26
106 H 5.617 4.039 -7.975  0.30
107 H 6.063 2.953 -5.954  0.29
108 C -9.118 -4.995 2.999  -0.55
109 O -8.649 -3.643 3.032  -0.45
110 H -8.253 -5.630 2.828  0.24
111 H -9.583 -5.272 3.946  0.22
112 H -9.834 -5.148 2.193  0.26
113 H -9.410 -3.077 3.182  0.26
114 C -11.755 -8.413 2.723  -0.53
115 O -10.793 -7.470 3.186  -0.44
116 H -11.970 -8.168 1.686  0.20
117 H -11.370 -9.434 2.770  0.24
118 H -12.683 -8.353 3.298  0.26
119 H -10.594 -7.679 4.102  0.28

The HOMO-LUMO gap is 0.335 hartree. Its energy is -298055.560 eV. As for the charge: 0. Its largest force on an atom is 1.4 eV/A.

2.
Molecular formula: C22H75N30O15
Method: DFT, ωB97M-V with the def2-TZVPD basis set

Last column: Mulliken charge in e.
Element x y z (Å)
1 C 1.864 -2.630 1.728  -1.31
2 C 0.724 -1.610 1.323  1.24
3 C 0.036 -0.946 2.571  -1.03
4 C -1.500 -0.746 2.398  -0.38
5 O -2.282 -1.884 2.791  -0.47
6 C -3.341 -2.076 1.905  0.81
7 C -4.352 -0.885 1.699  -0.79
8 C -5.823 -1.438 1.526  -0.38
9 N -5.807 -2.808 2.170  0.45
10 N -6.667 -3.058 3.266  -0.84
11 C -4.371 -3.241 2.259  -1.15
12 H 2.628 -2.657 0.927  0.27
13 H 2.351 -2.276 2.661  0.25
14 H 1.429 -3.640 1.897  0.43
15 H 1.250 -0.830 0.724  -0.75
16 H 0.015 -2.125 0.643  0.24
17 H 0.476 0.076 2.657  0.42
18 H 0.294 -1.454 3.527  0.36
19 H -1.764 -0.382 1.378  0.25
20 H -1.779 0.089 3.090  0.28
21 H -2.881 -2.376 0.937  0.11
22 H -4.162 -0.305 0.774  0.46
23 H -4.456 -0.138 2.510  0.32
24 H -6.054 -1.615 0.446  0.07
25 H -6.644 -0.754 1.821  0.49
26 H -6.165 -3.464 1.471  0.43
27 H -6.184 -3.011 4.162  0.34
28 H -7.498 -2.481 3.241  0.28
29 H -4.255 -3.889 1.358  0.36
30 H -4.110 -3.925 3.094  0.38
31 C -7.828 -1.718 -2.204  0.75
32 O -7.059 -0.777 -2.040  -0.64
33 N -7.396 -2.969 -2.526  -0.41
34 N -9.175 -1.587 -2.078  -0.43
35 H -8.006 -3.752 -2.667  0.17
36 H -6.406 -3.100 -2.631  0.22
37 H -9.528 -0.676 -1.844  0.23
38 H -9.824 -2.340 -2.209  0.16
39 C -6.210 -3.849 7.152  0.68
40 O -5.887 -3.040 6.284  -0.71
41 N -7.431 -4.449 7.177  -0.37
42 N -5.372 -4.207 8.156  -0.40
43 H -7.713 -5.109 7.876  0.17
44 H -8.077 -4.206 6.449  0.20
45 H -4.462 -3.782 8.168  0.22
46 H -5.611 -4.862 8.876  0.17
47 C 5.741 -2.001 2.444  0.23
48 O 5.982 -1.735 1.271  -0.69
49 N 5.015 -1.183 3.244  -0.06
50 N 6.187 -3.144 3.044  -0.35
51 H 4.812 -1.379 4.206  0.18
52 H 4.673 -0.332 2.841  0.40
53 H 6.729 -3.776 2.484  0.23
54 H 6.001 -3.379 4.002  0.21
55 C -4.280 1.827 -4.497  0.58
56 O -3.782 2.657 -5.240  -0.73
57 N -5.524 1.309 -4.657  -0.26
58 N -3.628 1.321 -3.405  -0.36
59 H -5.918 0.624 -4.036  0.17
60 H -6.077 1.629 -5.439  0.15
61 H -2.700 1.660 -3.215  0.14
62 H -4.035 0.642 -2.788  0.12
63 C 8.656 -1.843 6.158  0.64
64 O 7.610 -1.927 6.798  -0.77
65 N 9.872 -1.781 6.755  -0.34
66 N 8.671 -1.803 4.799  -0.31
67 H 10.736 -1.710 6.253  0.16
68 H 9.892 -1.800 7.759  0.25
69 H 7.784 -1.846 4.331  0.16
70 H 9.508 -1.733 4.252  0.17
71 C -0.468 -1.044 -2.714  0.75
72 O -0.177 -0.027 -2.088  -0.69
73 N -1.604 -1.146 -3.459  -0.33
74 N 0.322 -2.149 -2.710  -0.14
75 H -1.859 -1.969 -3.971  0.14
76 H -2.219 -0.349 -3.480  0.22
77 H 1.171 -2.109 -2.171  -0.06
78 H 0.111 -2.991 -3.212  0.15
79 C 8.077 0.795 9.328  0.65
80 O 9.220 0.736 8.890  -0.65
81 N 7.017 0.250 8.677  -0.27
82 N 7.780 1.414 10.507  -0.40
83 H 6.076 0.285 9.018  0.15
84 H 7.205 -0.217 7.800  0.17
85 H 8.541 1.827 11.013  0.23
86 H 6.855 1.475 10.887  0.15
87 C 3.468 -0.782 -0.164  0.02
88 O 3.797 -1.468 -1.123  -0.82
89 N 4.172 -0.752 1.000  -0.27
90 N 2.353 -0.005 -0.204  -0.29
91 H 3.913 -0.198 1.793  -0.13
92 H 4.995 -1.325 1.054  0.68
93 H 1.821 -0.026 -1.060  0.09
94 H 2.036 0.566 0.555  0.35
95 C 7.059 1.617 4.010  0.75
96 O 5.910 1.203 4.104  -0.65
97 N 7.544 2.616 4.796  -0.46
98 N 7.942 1.108 3.108  -0.34
99 H 8.480 2.968 4.736  0.15
100 H 6.918 3.012 5.473  0.21
101 H 7.614 0.369 2.509  0.16
102 H 8.886 1.429 3.010  0.18
103 C 2.702 -3.615 -4.424  0.69
104 O 2.115 -4.357 -3.638  -0.73
105 N 2.813 -3.902 -5.753  -0.40
106 N 3.280 -2.452 -4.041  -0.16
107 H 3.283 -3.311 -6.412  0.17
108 H 2.396 -4.755 -6.075  0.23
109 H 3.216 -2.208 -3.067  0.20
110 H 3.755 -1.829 -4.670  0.20
111 C 2.969 1.202 -4.922  0.76
112 O 3.234 0.208 -5.588  -0.72
113 N 1.737 1.414 -4.389  -0.25
114 N 3.887 2.173 -4.662  -0.41
115 H 1.497 2.218 -3.841  0.15
116 H 1.038 0.717 -4.561  0.08
117 H 4.807 2.047 -5.040  0.22
118 H 3.692 2.993 -4.120  0.16
119 C -2.801 6.683 -5.247  0.70
120 O -1.888 6.588 -6.058  -0.67
121 N -3.610 5.636 -4.934  -0.29
122 N -3.076 7.845 -4.592  -0.34
123 H -4.360 5.691 -4.274  0.11
124 H -3.434 4.759 -5.400  0.19
125 H -2.492 8.636 -4.796  0.19
126 H -3.815 7.947 -3.925  0.16
127 C 0.548 9.434 -5.007  0.59
128 O 0.268 8.727 -4.049  -0.63
129 N 1.229 10.610 -4.871  -0.39
130 N 0.206 9.112 -6.284  -0.34
131 H 1.470 11.206 -5.639  0.16
132 H 1.496 10.879 -3.943  0.22
133 H -0.299 8.247 -6.426  0.26
134 H 0.426 9.681 -7.078  0.15
135 C -6.903 0.847 -8.305  0.66
136 O -6.623 1.882 -7.718  -0.66
137 N -8.094 0.664 -8.939  -0.40
138 N -6.042 -0.207 -8.374  -0.37
139 H -8.344 -0.174 -9.427  0.16
140 H -8.750 1.423 -8.908  0.22
141 H -5.153 -0.103 -7.919  0.23
142 H -6.247 -1.064 -8.850  0.16

The HOMO-LUMO gap is 0.261 hartree. Its energy is -99450.013 eV. As for the charge: +1. Its largest force on an atom is 8.6 eV/A.

3.
Molecular formula: C22H7Cl8F5GeO2RuS
Method: DFT, ωB97M-V with the def2-TZVPD basis set

Last column: Mulliken charge in e.
Element x y z (Å)
1 Ru 0.333 -2.330 -0.268  -0.05
2 Cl -2.351 -0.385 -1.727  -0.13
3 C -2.750 -1.848 -0.904  1.54
4 C -1.758 -2.593 -0.246  -1.45
5 C -2.205 -3.799 0.312  1.35
6 Cl -1.048 -4.827 1.076  -0.22
7 C -3.529 -4.227 0.302  -0.55
8 Cl -3.983 -5.696 1.064  -0.19
9 C -4.484 -3.432 -0.316  0.63
10 Cl -6.131 -3.907 -0.312  -0.18
11 C -4.086 -2.252 -0.933  -0.30
12 Cl -5.266 -1.287 -1.724  -0.18
13 C -0.392 8.523 2.046  -1.07
14 C -0.458 7.072 1.667  0.74
15 O -1.278 6.279 2.024  -0.51
16 S 0.942 6.607 0.616  -0.27
17 C 0.689 4.867 0.424  0.32
18 C 1.744 4.008 0.716  -0.55
19 C 1.558 2.641 0.653  -0.70
20 C 0.317 2.123 0.264  0.63
21 C -0.721 2.995 -0.078  -0.56
22 C -0.539 4.362 0.006  -0.45
23 C 0.134 0.714 0.201  0.26
24 C -0.104 -0.485 0.115  -0.91
25 H -1.389 8.955 1.980  0.31
26 H 0.304 9.073 1.417  0.37
27 H -0.072 8.592 3.087  0.29
28 H 2.702 4.417 1.009  0.40
29 H 2.350 1.953 0.916  0.44
30 H -1.669 2.587 -0.404  0.47
31 H -1.346 5.031 -0.251  0.44
32 Cl 1.940 -3.880 -0.241  -0.70
33 Ge 2.893 -2.116 0.652  0.44
34 Cl 4.445 -0.917 -0.358  -0.36
35 Cl 4.355 -4.229 1.113  -0.15
36 F 3.705 -3.354 -1.954  -0.42
37 C 2.440 -3.184 -1.330  0.17
38 C 1.727 -2.152 -2.197  0.31
39 F 2.505 -1.310 -2.862  -0.25
40 C 0.343 -2.384 -2.470  -0.17
41 F -0.178 -1.732 -3.473  -0.20
42 C 1.012 -4.697 -0.960  1.73
43 O 0.259 -5.333 -1.591  -0.50
44 C 1.313 -3.789 0.961  -0.19
45 F 1.329 -3.909 2.264  -0.33
46 C 3.031 -4.742 0.026  0.98
47 F 3.365 -6.003 -0.313  -0.27

The HOMO-LUMO gap (spin up / spin down) is 0.209 / 0.194 hartree. As for the energy above the lowest of the compared OMol25 structures with the same formula, charge and spin: 3271.6 kJ/mol. Its energy is -210688.220 eV. As for the charge: 0. Its largest force on an atom is 18.9 eV/A.